Here is a structure of composition C33H64FeNO5S2SbSi3 in a non-equilibrium geometry from the OMol25 dataset. Energies are from the ωB97M-V functional and the def2-TZVPD basis.

The value obtained for the energy above the lowest of the compared OMol25 structures with the same formula, charge and spin is 31.63 kJ/mol. The net charge is +1. The maximum force is 2.32 eV/Å. Its total energy is -4895.5030 a.u. The expectation value of S² is 8.77. For the HOMO energy (spin up / spin down), the calculation gives -10.4 / -11.0 eV. The spin multiplicity is 6.

The geometry in XYZ format:
```
110
Properties=species:S:1:pos:R:3:forces:R:3
Fe -1.02316 -0.24378 0.96041 -0.32 -1.90 -1.29
C -2.04445 -2.19362 2.21941 0.14 -0.24 -0.07
C -2.68322 -0.92428 2.41846 -0.06 0.61 -0.20
C -3.38897 -0.62719 1.23355 0.41 0.41 0.36
C -3.18342 -1.71022 0.30548 0.24 -0.37 -0.06
C -2.35072 -2.65848 0.91183 -0.04 0.26 -0.10
C -1.95854 -3.97961 0.33189 -0.03 0.02 0.09
C -3.86035 -1.83193 -1.01443 0.08 0.11 0.05
C -4.28478 0.54215 0.99323 0.04 -0.10 -0.13
C -2.77227 -0.14635 3.70655 0.02 -0.09 -0.13
C -1.31415 -2.97286 3.25673 0.04 0.11 -0.06
H -2.66378 -4.75558 0.64135 0.02 -0.02 -0.02
H -0.96642 -4.28782 0.66460 -0.05 -0.04 -0.03
H -1.96067 -3.94710 -0.75702 0.06 -0.01 0.00
H -4.83929 -2.30342 -0.88784 -0.01 0.01 -0.02
H -3.29166 -2.44455 -1.71333 -0.03 -0.03 0.02
H -4.02626 -0.85066 -1.46033 -0.03 -0.03 -0.02
H -3.97275 1.07435 0.09159 -0.05 0.03 0.02
H -4.27293 1.23462 1.83356 -0.01 0.01 -0.01
H -5.31307 0.20765 0.83616 -0.01 0.02 0.03
H -3.80950 0.11967 3.91438 0.01 0.00 0.04
H -2.19590 0.78050 3.67194 -0.03 -0.01 0.08
H -2.41014 -0.73997 4.54421 0.02 0.03 0.03
H -1.99580 -3.68436 3.73142 0.01 0.00 0.03
H -0.90016 -2.32992 4.03196 0.03 -0.02 0.01
H -0.50104 -3.54786 2.81699 -0.02 -0.02 0.03
C 3.44433 -3.37274 1.85118 -0.05 0.04 0.02
C 2.09437 -3.73838 1.26321 -0.12 0.29 -0.25
S 1.19029 -2.45382 0.32075 0.82 -0.53 0.02
O 0.89587 -1.35000 1.33035 -0.70 0.25 0.18
C 2.55232 -1.81372 -0.72287 -0.33 0.01 -0.01
C 3.33487 -0.68009 -0.08930 0.02 -0.08 0.14
H 3.80538 -4.20196 2.45973 -0.01 0.00 0.01
H 3.36779 -2.49361 2.49106 0.04 -0.01 -0.02
H 4.18524 -3.18936 1.07441 0.01 0.00 0.04
H 1.39523 -4.02518 2.04901 -0.05 -0.04 -0.06
H 2.16734 -4.56859 0.55521 -0.02 -0.03 0.03
H 2.03516 -1.48079 -1.62345 0.04 -0.04 -0.03
H 3.17824 -2.66972 -0.97442 -0.03 -0.07 -0.06
H 2.64939 0.06076 0.32356 0.07 0.02 0.00
H 3.94994 -0.19995 -0.84922 -0.02 -0.06 -0.01
H 3.98938 -1.02728 0.70668 -0.04 0.05 0.03
C 2.61604 4.58932 0.07321 -0.27 -0.28 0.16
Si 1.41772 3.28409 -0.58049 0.10 0.06 -0.45
C 2.36543 2.08867 -1.70037 -0.25 0.06 0.25
C 0.06125 4.11314 -1.59775 0.05 -0.23 0.24
Sb 0.19287 1.94605 1.33167 0.73 1.74 0.99
Si 1.70224 1.85376 3.50143 -0.05 0.27 0.20
C 2.83366 0.34707 3.49551 -0.15 0.16 -0.18
C 2.71003 3.43552 3.69560 -0.11 -0.20 -0.07
C 0.54068 1.69897 4.98369 0.06 0.02 -0.28
Si -1.56181 3.85850 1.84273 0.08 0.22 0.39
C -2.44607 3.60063 3.49722 0.19 -0.13 -0.24
C -2.87849 4.00197 0.50652 0.33 -0.16 -0.01
C -0.49380 5.41300 2.01596 -0.17 -0.19 -0.13
H 3.25756 4.92184 -0.74612 -0.04 -0.05 -0.07
H 3.26043 4.21248 0.86837 0.00 -0.01 -0.05
H 2.08603 5.46277 0.45457 -0.01 -0.03 0.03
H 2.52486 2.55452 -2.67544 -0.03 0.09 0.02
H 1.81324 1.15913 -1.86058 0.04 0.00 -0.01
H 3.34265 1.84392 -1.28455 -0.04 0.03 0.01
H 0.44809 4.41661 -2.57304 0.12 0.00 0.03
H -0.33088 5.00295 -1.10372 0.00 -0.01 0.00
H -0.76447 3.41849 -1.76127 0.02 0.01 -0.03
H 3.75569 0.53491 2.94303 -0.01 0.01 -0.05
H 2.33056 -0.50940 3.04862 -0.02 -0.04 -0.02
H 3.10512 0.09069 4.52227 -0.02 0.08 0.03
H 3.55219 3.47023 3.00269 -0.02 -0.01 0.01
H 3.11320 3.48492 4.71021 0.01 -0.03 0.01
H 2.10305 4.32758 3.53814 0.03 -0.01 0.02
H -0.16935 0.87777 4.86876 0.00 0.01 0.01
H -0.02020 2.61879 5.15315 0.02 -0.03 0.00
H 1.12941 1.50502 5.88356 0.05 -0.01 -0.03
H -3.25552 2.87198 3.42611 0.03 -0.01 -0.02
H -2.88992 4.55120 3.80322 0.00 0.03 -0.07
H -1.77181 3.28411 4.29302 -0.05 0.02 -0.02
H -3.58171 3.17276 0.57893 0.02 0.03 0.02
H -2.45448 3.98512 -0.49647 -0.05 0.02 0.03
H -3.43947 4.93126 0.62708 0.05 0.04 0.09
H 0.45878 5.17418 2.49021 -0.03 0.03 0.01
H -0.99854 6.15601 2.63691 -0.06 -0.01 -0.02
H -0.27961 5.87805 1.05231 0.01 -0.02 0.00
C 3.79170 -3.69739 -3.91589 -0.03 0.04 -0.03
C 2.39895 -3.24839 -4.26348 0.00 -0.06 0.09
C 2.18749 -2.35607 -5.31571 -0.05 0.02 0.00
C 0.90566 -1.98928 -5.68447 0.03 0.08 -0.03
C -0.17625 -2.50003 -4.98122 -0.30 -0.08 -0.07
C 0.00939 -3.36532 -3.91777 -0.06 0.04 0.05
C 1.29844 -3.73713 -3.56622 0.07 0.04 -0.02
S -1.83270 -2.14555 -5.53106 -0.04 0.32 0.00
O -2.70320 -2.99041 -4.77005 0.03 0.01 0.15
O -1.83481 -2.15747 -6.95944 0.08 0.12 -0.02
N -2.18495 -0.59311 -5.09407 0.22 -0.20 0.04
C -2.21496 -0.24969 -3.68127 0.07 -0.01 -0.03
C -0.92957 0.40794 -3.14219 -0.08 -0.13 -0.02
C -0.95376 0.28666 -1.63815 -0.01 0.26 -0.12
O -1.50320 1.16440 -0.93016 -0.53 -0.21 -0.01
O -0.45024 -0.75007 -1.11258 -0.18 -0.13 0.63
H 4.24516 -4.22057 -4.75889 0.01 0.00 0.01
H 3.78403 -4.38023 -3.06666 0.03 0.02 0.01
H 4.43388 -2.84613 -3.68102 0.00 -0.02 0.02
H 3.03671 -1.97285 -5.86852 -0.01 0.00 -0.01
H 0.73276 -1.33097 -6.52715 0.05 -0.04 -0.02
H -0.85493 -3.75788 -3.39877 0.03 -0.04 -0.01
H 1.45012 -4.44423 -2.75799 -0.01 0.01 0.00
H -1.86236 0.11122 -5.74455 0.00 -0.14 -0.05
H -2.39727 -1.18350 -3.14990 -0.02 0.11 -0.02
H -3.06075 0.41377 -3.49241 -0.04 -0.06 0.01
H -0.89159 1.45563 -3.44120 0.06 0.01 0.03
H -0.06009 -0.12694 -3.52276 0.04 0.00 -0.03
```
Positions in Å, forces in eV/Å.